Density functional theory data (ωB97M-V/def2-TZVPD) for C53H58AsIrOP2S as an isolated structure.

The value obtained for the LUMO energy (alpha / beta) is -9.6 / -10.5 eV. The orbital gap (alpha / beta) is 5.1 / 4.2 eV. The net charge is +3. The energy relative to the best compared isomer or geometry (same formula, charge and spin) comes out at 28.2 kJ/mol. The value obtained for the largest force on an atom is 0.0143 Eh/bohr. Its calculated total energy is -151015.4223 eV. The calculation puts the molar mass at 1072.2 g mol⁻¹. The spin multiplicity is 2. The expectation value of S² is 0.7561.

Element x y z (Å)
Ir (0.17638, -0.46476, 0.17106)
As (6.20236, -0.75690, 0.26829)
S (1.09490, -0.46675, 3.34845)
P (-1.49387, -1.76414, -0.71674)
P (1.95407, -0.31494, -1.27895)
O (0.11191, -0.09494, 2.16797)
C (1.95537, 2.14220, 2.62758)
C (5.89223, 0.14769, -3.92569)
C (0.88293, 3.02956, 3.24233)
C (1.56758, 3.44392, -2.69151)
C (-4.19072, -1.44259, 2.26643)
C (-1.78158, 0.83031, -1.49905)
C (5.80884, 1.50239, 1.98799)
C (6.58893, 3.75288, 1.68443)
C (-2.38052, -2.79829, 3.11150)
C (-3.51618, -1.31623, 1.06367)
C (-2.08201, -4.39998, -0.97002)
C (1.61750, 1.05026, -2.39002)
C (1.84101, 2.34298, -1.89758)
C (0.67980, -0.75858, 6.03824)
C (-2.25450, -0.47572, -1.71364)
C (5.94395, 2.79905, 2.46185)
C (6.56021, -1.97180, -2.26888)
C (5.90633, 0.31699, -2.54704)
C (4.19773, -0.99255, 0.33050)
C (0.05672, -0.14708, 4.78225)
C (2.56708, -4.19197, -2.28233)
C (3.40536, -4.06693, -3.38497)
C (6.23013, -0.74314, -1.69449)
C (-1.57252, -5.78532, -2.85089)
C (-3.41446, 0.25780, -3.67714)
C (1.11915, 0.87759, -3.68195)
C (-0.33138, -3.34790, 1.79437)
C (-2.27998, -1.94535, 0.88163)
C (0.85873, 1.98458, -4.47394)
C (1.07643, 3.26386, -3.98015)
C (-0.28119, -2.33062, -3.65355)
C (3.27280, -1.67013, -3.24651)
C (-0.94877, -4.71635, -3.47282)
C (7.11821, 3.38950, 0.45515)
C (6.29330, 1.13694, 0.73323)
C (-3.62215, -2.19378, 3.28437)
C (-2.15695, -5.62469, -1.60000)
C (2.41355, -1.79796, -2.15268)
C (3.43209, 0.14882, -0.30516)
C (-2.90242, 1.53474, -3.50089)
C (6.54455, -2.14622, -3.64764)
C (2.30080, 0.88605, 3.41773)
C (3.76331, -2.81212, -3.86123)
C (-1.01678, 1.12064, -0.25519)
C (6.97887, 2.08910, -0.01655)
C (-0.87489, -3.46466, -2.87389)
C (-2.07156, 1.82236, -2.42195)
C (-1.67666, -2.68442, 1.92146)
C (6.20652, -1.08861, -4.47782)
C (-1.42541, -3.31793, -1.58758)
C (2.07335, -3.05690, -1.66177)
C (-3.06534, -0.76419, -2.80408)
C (0.69555, -2.28042, 6.03826)
H (-0.10159, 2.55943, 3.21424)
H (-0.37120, -4.25348, 1.18785)
H (0.88028, 4.12437, -4.60613)
H (-2.67220, -6.44783, -1.12484)
H (0.08768, -0.38256, 6.87445)
H (6.22157, -1.21513, -5.55266)
H (6.71476, 4.76183, 2.05297)
H (-0.52202, -4.84867, -4.45963)
H (-4.07182, 0.04913, -4.51058)
H (3.79342, -4.95437, -3.86742)
H (2.30500, -5.17214, -1.90709)
H (-3.15424, 2.31566, -4.20614)
H (0.80879, 3.97148, 2.70113)
H (3.85112, -1.22948, 1.33968)
H (2.40480, 1.08914, 4.48777)
H (-1.68460, 2.82378, -2.28113)
H (1.11814, 3.27350, 4.27968)
H (3.58270, -0.69418, -3.60352)
H (3.23540, 0.45242, 3.07380)
H (1.42616, -3.16471, -0.79761)
H (-0.31077, -2.68279, 5.90204)
H (-1.95544, -3.38049, 3.92097)
H (0.66338, -2.62472, -4.11344)
H (5.70872, 1.30396, -2.14499)
H (5.39142, 0.74012, 2.63812)
H (-0.48260, 2.07092, -0.26954)
H (0.49993, 1.84672, -5.48505)
H (1.75653, 4.44026, -2.31522)
H (7.42788, 1.82453, -0.96481)
H (-0.89692, -0.61407, 4.52708)
H (-4.14620, -2.31333, 4.22377)
H (-3.96233, -0.74791, 0.25630)
H (2.24517, 2.50084, -0.90454)
H (5.59105, 3.05884, 3.45283)
H (3.98163, 0.52909, -1.17866)
H (-1.61976, -6.74363, -3.35098)
H (0.42581, -2.69621, 1.33257)
H (1.06757, -2.65537, 6.98957)
H (1.68501, -0.35681, 6.19514)
H (-2.55699, -4.28184, -0.00659)
H (2.90183, 2.68117, 2.52528)
H (5.66683, 0.98642, -4.57223)
H (7.65930, 4.11675, -0.13552)
H (4.43388, -2.71974, -4.70454)
H (-3.41281, -1.77497, -2.98246)
H (-5.15536, -0.97353, 2.40130)
H (4.11487, -1.90319, -0.26476)
H (3.27871, 0.98946, 0.37254)
H (6.82344, -3.10205, -4.07228)
H (0.97829, -0.11091, -4.09404)
H (-1.66475, 1.07487, 0.63123)
H (0.05194, -3.62739, 2.77493)
H (1.66529, 1.86631, 1.60711)
H (6.84675, -2.80314, -1.63411)
H (-0.96102, -2.02242, -4.45016)
H (-0.09657, -1.46027, -3.02758)
H (-0.07417, 0.93164, 4.85253)
H (1.33828, -2.69251, 5.25736)

Force components x, y, z for each atom (eV/Å):
Ir -0.2 -0.5 0.5
As -0.1 0.2 -0.1
S -0.2 -0.1 -0.2
P 0.0 0.2 -0.3
P -0.3 0.1 0.0
O 0.4 0.3 0.0
C 0.0 0.0 -0.1
C 0.2 -0.1 -0.1
C 0.0 0.0 0.0
C 0.0 0.0 0.0
C 0.0 0.0 0.0
C 0.1 0.0 0.1
C 0.0 0.0 0.1
C 0.0 0.0 0.0
C 0.0 0.0 0.0
C -0.1 0.0 0.0
C 0.1 0.0 0.0
C 0.1 0.1 0.1
C -0.1 0.0 -0.1
C 0.0 0.1 0.0
C 0.1 -0.2 -0.2
C 0.0 0.0 0.0
C 0.0 0.0 -0.1
C 0.1 0.1 0.1
C 0.1 -0.2 -0.1
C 0.0 0.0 0.0
C 0.1 0.0 0.0
C 0.0 0.0 0.0
C 0.0 -0.1 -0.1
C 0.0 0.0 0.0
C -0.1 -0.1 -0.1
C 0.1 0.0 0.0
C 0.0 -0.1 0.0
C 0.0 0.0 0.0
C 0.0 0.0 0.0
C 0.0 0.0 0.0
C 0.0 0.0 0.0
C -0.1 0.0 0.0
C 0.0 0.0 0.0
C 0.0 0.0 0.0
C 0.1 0.0 0.0
C 0.0 0.0 0.0
C 0.0 0.0 0.0
C 0.1 0.0 0.0
C 0.0 0.0 -0.3
C 0.1 0.1 0.1
C 0.4 0.2 0.2
C -0.1 0.0 0.2
C -0.3 -0.1 -0.1
C -0.1 0.1 0.0
C 0.0 0.0 0.0
C -0.1 0.1 0.0
C -0.2 0.0 0.0
C 0.0 0.0 0.0
C 0.3 0.3 0.0
C -0.1 -0.1 0.1
C 0.0 -0.1 0.1
C 0.0 0.0 0.0
C 0.0 -0.1 0.0
H 0.0 0.0 0.0
H 0.0 0.0 0.0
H 0.0 0.0 0.0
H 0.0 0.0 0.0
H 0.0 0.0 0.0
H 0.0 0.0 0.0
H 0.0 0.0 0.0
H 0.0 0.0 0.0
H 0.0 0.0 0.0
H 0.0 0.0 0.0
H 0.0 0.0 0.0
H 0.0 0.0 0.0
H 0.0 0.0 0.0
H 0.1 0.1 0.0
H 0.1 0.0 0.0
H 0.0 0.0 0.0
H 0.0 0.0 0.0
H -0.1 -0.1 0.0
H 0.1 -0.1 -0.1
H 0.0 0.0 0.0
H 0.0 0.0 0.0
H 0.0 0.0 0.0
H 0.0 0.0 0.0
H -0.1 0.0 0.0
H -0.1 0.0 0.0
H 0.1 -0.1 -0.1
H 0.0 0.0 0.0
H 0.0 0.0 0.0
H 0.0 0.0 0.0
H 0.0 0.0 0.0
H 0.0 0.0 0.0
H 0.0 0.0 0.0
H 0.0 0.0 0.0
H 0.0 0.0 0.0
H 0.3 0.2 0.2
H 0.0 0.0 0.0
H 0.0 0.0 0.0
H 0.0 0.0 0.0
H 0.0 0.0 0.0
H 0.0 0.0 0.0
H 0.0 0.0 0.0
H 0.0 0.0 0.0
H 0.0 0.0 0.0
H -0.3 -0.1 0.0
H 0.0 0.0 0.0
H 0.0 0.0 0.0
H -0.1 0.0 0.1
H -0.1 0.0 -0.1
H 0.0 0.0 0.0
H 0.0 0.0 0.0
H 0.0 0.0 0.0
H 0.0 0.0 0.0
H 0.0 0.0 0.0
H 0.0 0.0 0.0
H 0.0 0.0 0.0
H -0.1 0.0 0.0
H 0.0 0.0 0.0
H 0.0 0.0 0.0